C17H19F5NO16 | the ωB97M-V functional and the def2-TZVPD basis

Computed properties:
LUMO: 2.11 eV
Charge: -1
Max |F|: 0.0267 Eh/bohr

Each line ends with the Mulliken charge.
Element x y z (Å)
O  0.04798  -0.33006  -0.28372  -0.90
H  0.74227  -0.96165  -0.51149  -0.02
C  -2.05094  -2.83512  -1.17690  0.06
C  -2.75175  -1.68509  -1.88722  1.14
O  -3.87308  -1.46028  -1.07676  -0.43
C  -4.10466  -2.53111  -0.27599  0.64
O  -5.02270  -2.64862  0.45607  -0.52
O  -3.11785  -3.45033  -0.44094  -0.41
F  -3.18373  -2.03881  -3.13735  -0.33
H  -1.20592  -2.45039  -0.60346  -0.29
H  -1.73496  -3.58558  -1.90306  0.45
H  -2.11195  -0.81024  -1.96454  -0.36
C  -2.24561  -0.48662  1.60726  0.89
C  -1.39181  0.48944  2.36512  1.15
O  -1.55026  0.06257  3.68399  -0.37
C  -2.80491  -0.50615  3.77918  0.46
O  -3.36594  -0.69688  4.80724  -0.56
O  -3.26505  -0.80954  2.54915  -0.36
F  -1.85495  1.78249  2.23391  -0.39
H  -1.64564  -1.34186  1.29874  -0.50
H  -2.57826  -0.02043  0.68080  -0.05
H  -0.36211  0.46529  2.01637  -0.18
C  1.52199  -2.63828  2.11022  -0.22
C  2.29359  -1.34731  2.22517  1.61
O  3.50609  -1.74284  2.79112  -0.40
C  3.35511  -2.97444  3.36329  0.48
O  4.20374  -3.55165  3.95100  -0.52
O  2.11177  -3.45279  3.13576  -0.38
F  1.66220  -0.49489  3.08916  -0.31
H  1.66106  -3.16158  1.15790  0.26
H  0.44241  -2.53620  2.18925  0.09
H  2.41901  -0.87323  1.25582  -0.59
C  3.20334  1.81508  -2.00080  -0.38
C  3.02018  0.79925  -0.88587  1.99
O  3.98681  1.19924  0.05570  -0.42
C  4.28890  2.50906  -0.15748  0.49
O  4.95597  3.17540  0.55509  -0.53
O  3.68128  2.95657  -1.28609  -0.35
F  3.27077  -0.46514  -1.35299  -0.35
H  2.28172  2.04462  -2.51720  0.34
H  3.99375  1.46205  -2.66848  0.35
H  2.01567  0.76804  -0.44702  -1.05
C  -1.51174  2.57055  -0.94190  0.20
C  -0.14750  2.81122  -0.36021  1.30
O  -0.40261  3.90273  0.50517  -0.45
C  -1.49240  4.57798  0.04160  0.54
O  -1.88791  5.60417  0.48138  -0.54
O  -2.04825  3.89533  -0.98582  -0.41
F  0.73285  3.26977  -1.31703  -0.37
H  -2.09677  1.96478  -0.24986  -0.05
H  -1.51819  2.08064  -1.91176  0.21
H  0.27863  1.97629  0.18679  -0.72
C  0.73657  -0.17943  -3.57328  0.09
C  -0.61026  0.20737  -3.96877  0.32
N  -1.67826  0.50817  -4.26745  -0.51
H  1.42990  0.20830  -4.32035  0.43
H  0.83467  -1.26107  -3.51647  0.37
H  0.93773  0.22122  -2.58197  -0.63

Forces on the atoms, in the same order (eV/Å):
0.18 0.02 0.00
-0.12 -0.02 -0.04
-0.39 -0.55 -1.19
0.42 -0.22 0.37
-0.04 0.48 -0.13
0.40 -0.47 -0.06
-0.34 0.02 0.05
0.30 0.56 0.53
-0.03 -0.11 -0.03
-0.26 -0.09 0.43
0.24 0.17 0.02
-0.28 0.21 0.04
0.43 0.54 -0.62
0.71 -0.56 -0.45
-0.39 0.30 0.10
0.16 0.07 0.20
0.07 -0.10 -0.23
-0.06 -0.02 0.00
-0.18 0.01 0.13
-0.07 -0.16 0.31
-0.65 -0.13 0.27
0.04 0.01 0.35
-0.28 -0.70 -0.38
-0.49 -0.24 -0.43
0.10 -0.08 -0.07
-0.22 -0.14 -0.02
0.18 0.05 0.19
-0.11 0.26 -0.15
0.08 0.14 -0.04
0.37 0.32 -0.04
0.08 0.17 0.66
0.24 0.32 0.23
0.14 -0.11 0.30
-0.54 0.24 -0.44
0.02 -0.25 0.09
-0.22 0.34 -0.16
0.16 -0.03 0.12
0.22 -0.26 0.02
0.38 -0.02 0.22
0.05 0.19 -0.07
-0.15 -0.01 -0.15
0.05 -0.05 0.07
0.04 -0.49 -0.15
-0.43 0.46 0.61
0.17 -0.12 -0.10
0.01 -0.13 -0.13
0.03 0.13 -0.02
-0.21 -0.03 0.15
0.11 -0.26 -0.16
0.02 0.04 0.02
0.06 0.34 -0.15
0.07 -0.05 -0.10
0.04 0.13 -0.18
-0.22 -0.11 0.04
0.15 0.06 0.02
0.12 -0.04 0.12
-0.08 -0.03 -0.05
-0.08 -0.02 0.10